[1]
Formula: C5H10ClOPS
Source: the Open Molecules 2025 dataset
Level of theory: wB97M-V/def2-TZVPD

CARTESIAN COORDINATES (ANGSTROEM)
C  1.764181  -1.332219  0.082791
C  0.915071  -0.339185  0.022930
C  -1.899431  -0.441688  -1.621738
C  -2.124815  0.033521  1.305256
C  2.590573  1.941031  0.188067
O  -1.544782  -2.459312  0.251129
P  -1.370035  -1.025962  0.026745
S  0.872107  1.376971  -0.036337
Cl  3.508356  -1.190142  0.115141
H  1.431150  -2.359638  0.115717
H  -1.735377  0.625146  -1.724486
H  -1.323825  -0.985113  -2.366260
H  -2.956139  -0.682496  -1.736548
H  -3.187311  -0.206239  1.327901
H  -1.679769  -0.234876  2.260525
H  -1.966671  1.084160  1.094287
H  2.536653  3.025517  0.209357
H  3.197819  1.607280  -0.645017
H  2.972244  1.563252  1.130544

Forces on the atoms, in the same order (eV/Å):
C 0.191 -0.447 0.024
C -3.621 -0.340 0.052
C 0.185 -0.257 0.657
C 0.366 -0.451 -0.420
C -0.342 -0.192 -0.055
O 0.099 -0.790 0.126
P 2.545 1.857 -0.370
S 0.317 0.085 0.022
Cl -0.005 -0.010 -0.024
H 0.008 -0.024 0.032
H 0.040 0.154 -0.029
H 0.037 -0.010 -0.038
H -0.041 0.024 0.000
H -0.057 0.029 -0.025
H 0.024 0.034 0.036
H 0.024 0.161 -0.010
H 0.016 0.082 0.006
H 0.114 0.048 0.025
H 0.100 0.047 -0.008

multiplicity: 1
charge: 0
E_HOMO: -8.348 eV

Atom charges from the natural (NBO) analysis, given in e for atoms 1 to 8: -0.32, -0.42, -1.01, -1.01, -0.74, -1.06, 1.90, 0.26

***

[2]
Formula: C5H10CrO3
Source: the Open Molecules 2025 dataset
Level of theory: wB97M-V/def2-TZVPD

CARTESIAN COORDINATES (ANGSTROEM)
C  -1.675963  1.328439  2.186177
O  -0.972169  0.122469  2.145639
C  -1.700973  -0.966246  1.597596
H  -0.979383  2.117345  2.499175
H  -2.101663  1.595831  1.202782
H  -2.517304  1.275062  2.908435
H  -1.009886  -1.819510  1.508795
H  -2.195150  -0.696462  0.642859
Cr  -3.159273  -1.498679  3.031030
O  2.544564  0.780955  -3.955202
C  2.476194  0.243756  -2.877945
C  1.252801  -0.528928  -2.426821
O  1.398405  -1.054455  -1.130192
C  1.159712  -0.205470  -0.098808
H  3.327530  0.260440  -2.158225
H  1.114847  -1.376100  -3.115788
H  0.362003  0.117796  -2.504550
H  1.543382  -0.564609  0.856436
H  1.132325  0.868366  -0.311394

Forces on the atoms, in the same order (eV/Å):
C -0.772 1.199 -0.041
O 0.090 -1.729 -0.438
C 0.326 0.577 0.189
H -0.321 -0.291 0.023
H 0.162 -0.118 0.240
H 0.330 0.173 -0.156
H -0.288 0.186 -0.025
H 0.078 -0.166 0.328
Cr 0.235 0.091 -0.103
O -0.535 -0.932 1.663
C 1.418 1.085 -1.331
C -1.209 0.139 -2.306
O -1.592 3.060 5.341
C 3.750 -2.771 -3.835
H -0.162 0.055 -0.058
H 0.037 0.166 0.373
H 0.339 -0.217 0.120
H -0.868 -0.336 0.093
H -1.017 -0.169 -0.077

multiplicity: 5
charge: +2
E_HOMO (spin up / spin down): -16.840 / -16.842 eV

Atom charges from the natural (NBO) analysis, given in e for atoms 1 to 8: -0.27, -0.52, -0.46, 0.24, 0.19, 0.16, 0.20, 0.19

***

[3]
Formula: C5H10CsO5
Source: the Open Molecules 2025 dataset
Level of theory: wB97M-V/def2-TZVPD

CARTESIAN COORDINATES (ANGSTROEM)
C  -1.854493  0.160769  -0.021102
C  -2.021483  -1.162837  0.698470
O  -1.408064  -1.050318  1.976531
C  -1.443448  -2.116989  2.789734
O  -2.004487  -3.178040  2.419708
O  -0.969505  -1.956826  3.941532
O  -2.498067  0.042876  -1.262932
Cs  -1.638647  -5.583872  6.500182
H  -0.758639  0.422224  -0.139465
H  -2.294543  0.971171  0.586364
H  -1.550482  -1.972339  0.123574
H  -3.089502  -1.397180  0.811871
H  -2.533537  0.911287  -1.704566
C  2.580122  1.960157  -1.027626
C  3.035610  2.229717  -2.411066
O  3.297666  0.998981  -3.073396
H  2.264400  2.798149  -0.405351
H  2.984456  1.096939  -0.495389
H  3.958396  2.845156  -2.402180
H  2.276125  2.813657  -2.960699
H  3.668122  1.167318  -3.944193

Forces on the atoms, in the same order (eV/Å):
C 1.148 0.667 0.735
C 0.049 -0.434 0.159
O 0.214 1.375 -1.067
C -0.748 -2.342 2.338
O -0.002 0.228 -0.884
O 0.429 0.593 -0.190
O -0.357 0.515 -0.944
Cs 0.044 0.534 -0.553
H -0.959 -0.406 0.088
H 0.028 -0.247 -0.093
H -0.185 0.157 0.084
H 0.240 0.015 -0.089
H 0.109 -0.653 0.417
C 0.490 0.142 0.415
C -0.056 0.088 -0.170
O -0.037 -0.148 0.077
H -0.080 -0.214 -0.289
H -0.242 0.146 -0.304
H -0.173 -0.046 0.089
H 0.119 -0.081 0.129
H -0.030 0.110 0.052

multiplicity: 2
charge: 0
E_HOMO: -6.447 eV

Atom charges from the natural (NBO) analysis, given in e for atoms 1 to 8: -0.07, -0.07, -0.55, 0.95, -0.84, -0.83, -0.73, 1.00

***

Here are the calculated relative energy (zero: lowest compared OMol25 entry of this formula, charge and spin) numbers, same order: 8.12 220.08 34.52 (kJ/mol).